106
Properties=species:S:1:pos:R:3:mulliken_spin:R:1 method="wB97M-V/def2-TZVPD" e_tot_ev=-64096.598 homo_ev="-12.0504 / -12.0401" lumo_ev="-7.26 / -7.91" largest_force_ev_per_a=3.47 homo_lumo_gap_ev="4.79 / 4.13" charge=+2 spin_multiplicity=2
Ir 0.25 1.71 -0.81 0.029
C 1.21 4.55 -0.83 0.001
N 1.64 3.25 -1.40 -0.009
C 1.64 3.34 -2.88 0.003
C 2.99 2.90 -0.92 -0.001
C 3.13 1.40 -0.80 0.010
N 2.04 0.86 0.05 -0.002
C 2.21 1.32 1.45 -0.009
C 1.05 1.10 2.38 0.003
C 1.20 0.38 3.53 0.003
C 0.20 0.35 4.51 0.000
C -0.94 1.14 4.28 0.002
C -1.15 1.91 3.16 0.001
C -0.14 1.85 2.13 0.002
O -0.30 2.49 1.01 -0.003
C -2.37 2.82 3.01 -0.003
C -3.31 2.71 4.22 0.000
C -1.89 4.28 2.93 0.001
C -3.18 2.47 1.76 0.000
C 0.31 -0.46 5.79 -0.002
C 1.64 -1.21 5.89 0.000
C -0.83 -1.50 5.81 0.001
C 0.18 0.47 7.00 0.000
C 1.97 -0.61 -0.01 0.005
C 1.66 -1.27 -1.34 0.106
C 1.90 -2.62 -1.38 0.082
C 1.57 -3.41 -2.50 0.017
C 1.04 -2.76 -3.61 -0.024
C 0.79 -1.40 -3.66 0.008
C 1.08 -0.62 -2.48 0.264
O 0.81 0.65 -2.47 0.276
C 0.15 -0.86 -4.95 0.071
C -0.03 0.66 -5.06 -0.007
C 1.02 -1.29 -6.15 0.022
C -1.24 -1.50 -5.07 0.026
C 1.79 -4.91 -2.44 0.056
C 1.37 -5.61 -3.73 0.007
C 3.28 -5.19 -2.19 0.029
C 0.96 -5.48 -1.28 0.028
H 1.97 5.32 -1.02 0.000
H 0.28 4.86 -1.29 0.000
H 1.06 4.45 0.24 0.000
H 2.37 4.09 -3.20 0.000
H 1.89 2.38 -3.31 -0.005
H 0.65 3.63 -3.23 0.000
H 3.76 3.30 -1.59 0.000
H 3.14 3.39 0.04 0.000
H 3.06 0.93 -1.78 -0.011
H 4.11 1.15 -0.38 0.001
H 3.10 0.83 1.86 0.000
H 2.39 2.39 1.44 0.001
H 2.13 -0.15 3.71 0.000
H -1.70 1.14 5.06 0.000
H -2.81 2.99 5.15 0.000
H -4.14 3.39 4.08 0.000
H -3.71 1.70 4.33 0.000
H -1.35 4.56 3.83 0.000
H -1.23 4.44 2.07 0.000
H -2.75 4.94 2.82 0.000
H -3.44 1.40 1.76 0.000
H -4.10 3.05 1.75 0.000
H -2.62 2.69 0.85 0.000
H 1.78 -1.91 5.07 0.000
H 2.49 -0.52 5.91 0.000
H 1.66 -1.78 6.82 0.000
H -0.76 -2.18 4.96 0.000
H -0.76 -2.09 6.72 0.000
H -1.81 -1.02 5.79 0.000
H 0.94 1.24 6.99 0.000
H -0.80 0.95 7.05 0.000
H 0.30 -0.11 7.92 0.000
H 2.92 -1.00 0.35 0.003
H 1.21 -0.91 0.72 0.002
H 2.33 -3.10 -0.51 0.004
H 0.81 -3.35 -4.48 0.000
H 0.92 1.19 -4.98 0.004
H -0.44 0.87 -6.04 -0.001
H -0.71 1.05 -4.31 0.004
H 2.04 -0.90 -6.06 -0.003
H 1.09 -2.37 -6.25 0.001
H 0.59 -0.90 -7.07 0.000
H -1.85 -1.27 -4.19 -0.005
H -1.75 -1.11 -5.96 0.001
H -1.18 -2.59 -5.17 0.001
H 1.96 -5.27 -4.59 0.000
H 1.53 -6.68 -3.62 0.000
H 0.31 -5.46 -3.95 0.000
H 3.90 -4.75 -2.97 -0.001
H 3.62 -4.79 -1.23 -0.001
H 3.45 -6.26 -2.18 0.003
H -0.10 -5.26 -1.41 -0.002
H 1.08 -6.56 -1.24 0.004
H 1.27 -5.07 -0.31 -0.001
C -4.10 -1.27 0.47 0.000
N -4.04 -0.10 -0.40 0.001
C -5.13 0.61 -0.86 0.000
C -4.67 1.65 -1.58 0.001
N -3.29 1.57 -1.54 0.000
C -2.91 0.50 -0.81 0.001
S -1.32 -0.08 -0.50 0.006
H -4.97 -1.86 0.19 0.000
H -4.19 -0.96 1.51 0.000
H -3.21 -1.86 0.34 0.000
H -6.14 0.30 -0.65 0.000
H -5.19 2.44 -2.10 0.000
H -2.65 2.18 -2.00 0.000